No. 1
Below is 9 unconnected molecules or ions with the total composition C36H43F10N2O29S, with properties calculated with the ωB97M-V functional and the def2-TZVPD basis.

Values from the calculation:
**LUMO level (spin up / spin down)**: -0.0121 / -0.0123 hartree
**Multiplicity**: 2
**Orbital gap (spin up / spin down)**: 8.3021 / 9.2222 eV
**Electronic energy**: -138389.357 eV

XYZ file:
```
121
C36H43F10N2O29S (the ωB97M-V functional and the def2-TZVPD basis)
C -4.445 0.442 -0.464
C -3.665 -0.974 -0.188
C -4.069 -1.343 1.351
C -4.345 -2.026 -1.246
C -3.351 -3.240 -1.655
C -3.943 -4.227 -2.790
S -4.979 -3.412 -4.088
O -5.322 -4.512 -5.096
O -6.291 -2.858 -3.593
N -2.908 -4.014 -0.451
C -2.077 -5.181 -0.778
O -2.514 -6.351 -0.969
F -0.640 -5.069 -0.842
C -4.018 -4.536 0.364
O -3.765 -4.793 1.575
F -5.348 -4.765 -0.064
C -2.060 -2.509 -2.355
C -1.736 -1.048 -1.774
C -0.100 -0.951 -1.714
C -2.178 0.041 -2.881
N -2.206 -0.775 -0.390
O -1.459 -1.377 0.510
H -4.506 0.707 -1.574
H -5.482 0.361 0.035
H -3.832 1.270 0.072
H -5.221 -1.428 1.464
H -3.783 -0.405 1.979
H -3.509 -2.248 1.758
H -5.328 -2.363 -0.770
H -4.643 -1.368 -2.153
H -3.019 -4.665 -3.343
H -4.525 -5.128 -2.396
H -4.216 -2.480 -4.829
H -1.131 -3.173 -2.391
H -2.384 -2.358 -3.461
H 0.231 -0.004 -1.135
H 0.352 -1.908 -1.244
H 0.271 -0.944 -2.810
H -2.200 1.062 -2.331
H -3.231 -0.124 -3.309
H -1.368 0.136 -3.700
C -2.295 5.351 -4.753
C -1.177 4.372 -4.593
O -1.612 3.557 -3.524
C -2.974 3.572 -3.588
O -3.682 2.790 -3.020
O -3.430 4.580 -4.383
F -0.033 4.995 -4.221
H -2.205 6.209 -4.082
H -2.385 5.716 -5.778
H -0.990 3.753 -5.476
C -0.345 0.786 3.334
C -0.817 2.197 3.198
O -2.204 2.052 2.963
C -2.559 0.898 3.595
O -3.691 0.587 3.844
O -1.472 0.143 3.915
F -0.258 2.796 2.119
H -0.118 0.322 2.370
H 0.527 0.702 3.976
H -0.657 2.813 4.087
C 1.537 2.145 7.087
C 2.973 2.555 7.042
O 3.500 1.773 5.983
C 2.458 1.566 5.134
O 2.578 1.181 4.002
O 1.261 1.857 5.723
F 3.611 2.214 8.189
H 1.372 1.245 7.688
H 0.888 2.939 7.460
H 3.133 3.625 6.830
C -2.064 -6.110 3.910
C -1.610 -5.348 5.113
O -1.799 -6.267 6.169
C -1.649 -7.500 5.607
O -1.473 -8.507 6.232
O -1.716 -7.446 4.247
F -2.400 -4.271 5.333
H -3.144 -6.045 3.753
H -1.557 -5.790 2.999
H -0.561 -5.037 5.080
C 3.119 -3.290 -5.927
C 1.661 -3.601 -5.823
O 1.306 -3.069 -4.562
C 2.159 -2.026 -4.356
O 1.992 -1.174 -3.528
O 3.220 -2.067 -5.208
F 1.449 -4.938 -5.801
H 3.745 -4.042 -5.450
H 3.445 -3.166 -6.961
H 1.045 -3.142 -6.602
C 7.647 -3.396 -3.673
C 8.443 -4.460 -4.356
O 7.453 -5.255 -4.978
C 6.420 -4.408 -5.239
O 5.521 -4.654 -5.994
O 6.535 -3.242 -4.544
F 9.107 -5.224 -3.457
H 7.294 -3.702 -2.684
H 8.200 -2.461 -3.573
H 9.141 -4.086 -5.111
C 6.699 5.316 6.761
C 6.232 6.729 6.625
O 4.842 6.589 6.407
C 4.490 5.440 7.045
O 3.358 5.134 7.309
O 5.576 4.681 7.355
F 6.781 7.320 5.539
H 6.913 4.847 5.796
H 7.582 5.228 7.396
H 6.404 7.347 7.511
C -0.054 9.131 -0.904
C 0.555 7.866 -1.417
O -0.484 7.296 -2.186
C -1.218 8.349 -2.640
O -2.013 8.279 -3.535
O -0.934 9.494 -1.958
F 0.852 7.022 -0.402
H -0.630 8.980 0.014
H 0.689 9.910 -0.727
H 1.438 8.014 -2.046
```

Atomic partial charges in e from the Löwdin method, atoms 1 to 4: number 1, C, carries -0.031; number 2, C, carries -0.398; number 3, C, carries -0.026; number 4, C, carries -0.046

No. 2
Below is a molecular structure, C36H44CrN3O3PSb, with properties calculated with the ωB97M-V functional and the def2-TZVPD basis.

Values from the calculation:
**Net charge**: +1
**LUMO level (spin up / spin down)**: -0.0939 / -0.0988 hartree
**Multiplicity**: 5
**Orbital gap (spin up / spin down)**: 7.4506 / 8.1702 eV
**Electronic energy**: -92900.279 eV

XYZ file:
```
89
C36H44CrN3O3PSb (the ωB97M-V functional and the def2-TZVPD basis)
Cr -0.843 0.915 0.268
O -2.650 1.702 -0.008
N -3.588 0.905 -0.415
N -3.165 -0.253 -0.663
O -1.893 -0.578 -0.561
C -4.086 -1.301 -1.050
C -3.598 -2.313 -1.854
C -4.461 -3.334 -2.221
C -5.779 -3.327 -1.784
C -6.242 -2.299 -0.972
C -5.390 -1.273 -0.592
H -2.565 -2.299 -2.172
H -4.101 -4.134 -2.854
H -6.448 -4.126 -2.074
H -7.267 -2.295 -0.627
H -5.729 -0.466 0.042
C 1.607 3.822 -0.262
C 0.225 4.433 -0.062
C -0.658 4.276 -1.294
C -0.474 3.924 1.202
C 0.036 4.582 2.474
O -0.056 3.530 3.465
C -0.195 2.385 2.802
N -0.317 2.469 1.522
C -0.290 1.191 3.699
C -0.624 1.473 5.023
C -0.803 0.455 5.946
C -0.638 -0.860 5.552
C -0.287 -1.148 4.241
C -0.116 -0.142 3.297
P 0.519 -0.573 1.622
C 2.305 -0.577 1.902
C 2.934 -1.529 2.702
C 4.295 -1.432 2.946
C 5.030 -0.383 2.405
C 4.407 0.571 1.615
C 3.045 0.472 1.363
C 0.011 -2.297 1.363
C 0.869 -3.198 0.740
C 0.417 -4.464 0.385
C -0.893 -4.834 0.646
C -1.758 -3.937 1.261
C -1.310 -2.675 1.611
H 2.113 4.286 -1.110
H 1.525 2.754 -0.472
H 2.252 3.946 0.612
H 0.358 5.508 0.105
H -0.831 3.224 -1.534
H -0.192 4.739 -2.166
H -1.631 4.745 -1.142
H -1.549 4.088 1.094
H -0.567 5.418 2.812
H 1.082 4.881 2.407
H -0.755 2.499 5.329
H -1.069 0.694 6.967
H -0.774 -1.666 6.261
H -0.142 -2.180 3.951
H 2.367 -2.346 3.131
H 4.783 -2.174 3.563
H 6.091 -0.311 2.603
H 4.978 1.387 1.191
H 2.556 1.207 0.738
H 1.894 -2.921 0.528
H 1.095 -5.159 -0.093
H -1.241 -5.821 0.371
H -2.784 -4.217 1.460
H -1.999 -1.979 2.075
C 0.874 2.329 -4.725
C 1.813 1.462 -3.884
Sb 0.752 0.393 -2.372
C 2.310 -0.978 -1.772
C 3.667 -0.787 -2.448
C -0.306 -0.992 -3.616
C 0.457 -1.427 -4.861
H 1.428 2.928 -5.449
H 0.291 3.017 -4.110
H 0.163 1.720 -5.287
H 2.576 2.064 -3.387
H 2.331 0.729 -4.501
H 1.912 -1.978 -1.961
H 2.419 -0.878 -0.692
H 3.611 -0.941 -3.526
H 4.400 -1.495 -2.056
H 4.067 0.215 -2.284
H -1.280 -0.565 -3.862
H -0.489 -1.840 -2.951
H 0.641 -0.596 -5.542
H -0.100 -2.182 -5.419
H 1.427 -1.863 -4.608
```

Atomic partial charges in e from the Löwdin method, atoms 1 to 4: number 1, Cr, carries 0.497; number 2, O, carries -0.227; number 3, N, carries 0.036; number 4, N, carries -0.195

Question: The lowest electronic energy belongs to which entry?
Answer: C36H43F10N2O29S